{"formula": "C22H49FIN4O6P2", "method": "ωB97M-V/def2-TZVPD", "charge": 1, "homo_ha": -0.412, "orbital_gap_ha": 0.279, "mol_weight_g_mol": 673.5, "lumo_energy_ev": -3.6, "relative_energy_kcal_mol": 0.00, "multiplicity": 1, "elements": ["C", "P", "O", "N", "C", "N", "C", "C", "C", "C", "C", "N", "N", "C", "C", "C", "F", "P", "O", "I", "H", "H", "H", "H", "H", "H", "H", "H", "H", "H", "H", "H", "H", "H", "H", "H", "H", "C", "C", "C", "O", "H", "H", "H", "H", "H", "H", "H", "H", "C", "C", "C", "O", "H", "H", "H", "H", "H", "H", "H", "H", "C", "C", "C", "O", "H", "H", "H", "H", "H", "H", "H", "H", "C", "C", "C", "O", "H", "H", "H", "H", "H", "H", "H", "H"], "coordinates": [[-0.267, 0.719, 2.374], [-0.506, -0.371, 0.928], [-2.108, -0.209, 0.580], [0.348, 0.212, -0.555], [1.643, 0.552, -0.393], [2.508, -0.412, 0.120], [3.227, -1.137, -0.915], [2.794, -1.248, -2.206], [3.489, -1.929, -3.173], [4.652, -2.535, -2.757], [5.006, -2.375, -1.442], [4.342, -1.720, -0.509], [2.192, 1.710, -0.712], [3.633, 1.954, -0.470], [4.055, 3.420, -0.440], [3.466, 4.195, 0.755], [2.616, 3.383, 1.499], [1.267, 3.047, -1.469], [0.618, 2.345, -2.812], [-0.605, 3.651, 0.007], [-0.511, 0.107, 3.245], [0.739, 1.126, 2.483], [-1.036, 1.495, 2.346], [-2.191, -0.269, -0.386], [-0.190, 0.797, -1.193], [2.004, -1.100, 0.681], [1.856, -0.791, -2.510], [3.146, -1.985, -4.195], [5.266, -3.089, -3.450], [5.935, -2.846, -1.127], [4.185, 1.484, -1.289], [3.977, 1.489, 0.449], [3.919, 3.951, -1.379], [5.135, 3.403, -0.273], [4.242, 4.615, 1.392], [2.863, 5.037, 0.404], [0.816, 1.397, -2.842], [-0.210, 2.870, -6.137], [-0.517, 1.737, -7.102], [-1.962, 1.781, -7.573], [-0.258, 0.482, -6.462], [-0.839, 2.795, -5.245], [0.828, 2.815, -5.804], [-0.377, 3.844, -6.598], [0.150, 1.797, -7.962], [-2.647, 1.676, -6.727], [-2.166, 0.956, -8.257], [-2.183, 2.719, -8.084], [-0.846, 0.421, -5.703], [-2.626, -1.106, -4.455], [-2.111, -2.127, -3.451], [-2.217, -3.540, -3.999], [-2.853, -2.024, -2.231], [-3.680, -1.284, -4.681], [-2.553, -0.093, -4.047], [-2.061, -1.151, -5.388], [-1.070, -1.906, -3.203], [-3.259, -3.793, -4.209], [-1.852, -4.261, -3.268], [-1.641, -3.652, -4.918], [-3.775, -2.219, -2.430], [1.479, -1.962, 6.243], [-0.017, -1.918, 5.977], [-0.731, -3.093, 6.625], [-0.257, -1.926, 4.563], [1.917, -2.872, 5.826], [1.978, -1.116, 5.766], [1.691, -1.933, 7.312], [-0.430, -0.982, 6.359], [-0.362, -4.039, 6.219], [-1.802, -3.052, 6.420], [-0.583, -3.098, 7.705], [0.101, -2.746, 4.207], [-3.146, 0.775, 7.247], [-3.819, 0.807, 5.884], [-4.686, -0.423, 5.665], [-2.829, 0.888, 4.856], [-2.492, -0.099, 7.332], [-2.523, 1.659, 7.388], [-3.881, 0.736, 8.052], [-4.431, 1.706, 5.800], [-4.078, -1.333, 5.701], [-5.156, -0.390, 4.682], [-5.467, -0.498, 6.423], [-2.278, 0.099, 4.918]], "forces_ev_per_a": [[-1.0546, 0.8669, -0.6996], [0.0625, -3.0793, 1.5652], [1.4110, 0.9660, -0.6725], [-0.6663, 1.6042, -0.2604], [0.8563, -0.7900, 0.3074], [-0.5650, -0.2633, -0.1443], [0.9247, -0.1448, 0.7161], [-1.8653, 1.1103, -0.8557], [0.5133, -0.2991, 0.0820], [-0.2668, 0.1336, -0.8657], [1.4658, -0.9936, 0.6176], [-0.2533, 0.4352, 0.0974], [-1.3338, -0.0165, -0.3585], [0.8956, 0.3036, -0.7380], [0.3759, 0.1033, 0.7656], [-0.3332, 0.6599, -0.7425], [0.1366, -0.1261, 0.2145], [0.5706, 1.2815, -0.6060], [0.2376, -0.5419, 1.1088], [0.0735, -0.5441, -0.1796], [0.2633, -0.3624, -0.1811], [-0.0212, -0.0054, -0.1139], [0.3333, 0.3102, 0.1074], [-0.7119, -0.4455, 0.0854], [-0.0028, 0.5186, 0.5161], [-0.0627, 0.0930, 0.0449], [-0.0358, -0.0094, 0.1343], [-0.1206, 0.0111, -0.0081], [0.1497, -0.0711, 0.1140], [-0.0978, 0.0783, 0.2009], [-0.0491, -0.1058, 0.0643], [-0.5255, -0.2397, 0.0677], [-0.2377, -0.0680, -0.0093], [0.0070, -0.2568, -0.2019], [-0.0294, -0.3014, 0.2120], [-0.0509, -0.0589, 0.0224], [-0.1295, 0.0278, -0.4980], [0.1966, 0.0304, 0.0128], [-0.4334, 0.1623, 0.3487], [-0.0099, -0.1142, -0.1512], [0.3326, -0.0964, -0.0977], [-0.0976, 0.0313, -0.0641], [0.0107, 0.0278, -0.0583], [-0.0178, -0.0019, 0.0206], [0.0741, -0.1818, 0.0479], [0.0368, 0.1032, 0.0449], [0.0401, 0.0311, -0.0365], [-0.0225, -0.0030, 0.0216], [-0.0750, 0.0638, -0.0560], [0.1735, 0.2149, 0.0802], [-0.5560, -0.1783, -0.3598], [0.1757, -0.1280, 0.1142], [0.4159, 0.3246, 0.2324], [0.0259, -0.0710, -0.0531], [0.0037, -0.0106, 0.0052], [-0.0956, -0.1006, -0.0235], [-0.0396, -0.0033, 0.1747], [-0.0041, 0.0869, -0.0795], [0.0426, 0.0285, -0.0080], [-0.0354, -0.0019, -0.0120], [-0.0164, -0.0207, 0.0414], [0.0685, 0.2113, -0.0617], [0.3022, -0.5957, 0.0331], [-0.2208, 0.0742, -0.0062], [-0.1769, 0.4277, -0.0032], [-0.0677, -0.0667, 0.0784], [-0.0288, 0.0316, 0.0501], [0.0131, -0.0247, -0.0094], [-0.0293, 0.0532, -0.1673], [0.1014, 0.0227, 0.0444], [0.0030, 0.0398, 0.0391], [0.0106, -0.0228, -0.0087], [-0.0384, -0.0334, 0.0084], [0.0600, 0.2118, 0.0353], [0.1985, -0.5543, 0.2013], [-0.1340, 0.0436, -0.1429], [0.0324, 0.2587, -0.1594], [-0.1074, -0.0808, -0.0070], [-0.0526, 0.0249, -0.0003], [0.0211, -0.0288, 0.0079], [0.0997, 0.0537, -0.1339], [0.0307, 0.0254, 0.1046], [-0.0241, 0.0437, 0.0234], [0.0150, -0.0264, 0.0021], [-0.0645, -0.0623, 0.0186]], "lowdin_charge": [-0.260, 0.883, -0.268, -0.082, -0.482, 0.126, -0.315, -0.032, -0.037, -0.047, -0.130, 0.147, -0.160, -0.176, -0.190, -0.198, -0.094, 0.616, -0.357, 0.543, 0.012, 0.047, 0.009, 0.036, 0.051, 0.113, 0.097, 0.122, 0.116, 0.119, 0.132, 0.134, 0.091, 0.122, 0.122, 0.108, 0.037, -0.067, -0.486, -0.056, -0.069, 0.071, 0.073, 0.085, 0.140, 0.079, 0.083, 0.084, 0.034, -0.060, -0.495, -0.053, -0.061, 0.093, 0.078, 0.074, 0.127, 0.088, 0.084, 0.086, 0.095, -0.056, -0.494, -0.054, -0.080, 0.084, 0.079, 0.085, 0.123, 0.085, 0.073, 0.086, 0.089, -0.056, -0.487, -0.056, -0.067, 0.066, 0.082, 0.084, 0.139, 0.074, 0.080, 0.083, 0.059]}

{"formula": "C22H4B5BaBr2O40", "method": "ωB97M-V/def2-TZVPD", "charge": -2, "homo_ha": [-0.218, -0.218], "orbital_gap_ha": [0.320, 0.126], "mol_weight_g_mol": 1259.4, "lumo_energy_ev": [2.8, -2.5], "s2": 0.759, "multiplicity": 2, "elements": ["Ba", "O", "C", "O", "B", "O", "C", "O", "O", "C", "O", "C", "O", "O", "O", "C", "O", "B", "O", "C", "O", "O", "C", "O", "C", "O", "O", "O", "C", "O", "B", "O", "C", "O", "O", "C", "O", "C", "O", "O", "O", "C", "O", "B", "O", "C", "O", "O", "C", "O", "C", "O", "O", "O", "C", "O", "B", "O", "C", "O", "O", "C", "O", "C", "O", "O", "Br", "C", "C", "Br", "H", "H", "H", "H"], "coordinates": [[-0.372, 1.867, -0.848], [-8.533, -2.404, -0.045], [-7.379, -1.956, 0.130], [-6.769, -0.805, -0.198], [-5.241, -0.893, 0.104], [-5.121, -2.230, 0.718], [-6.268, -2.888, 0.827], [-6.415, -4.030, 1.192], [-4.865, 0.328, 0.854], [-3.729, 0.811, 0.370], [-3.080, 1.846, 0.666], [-3.443, 0.031, -0.869], [-4.439, -0.801, -1.118], [-2.440, 0.266, -1.549], [-0.714, 4.168, 0.526], [0.080, 3.962, 1.448], [0.313, 2.780, 1.910], [1.289, 2.815, 2.972], [1.706, 4.246, 3.143], [1.014, 4.995, 2.272], [1.117, 6.217, 2.126], [0.652, 2.323, 4.176], [1.455, 1.265, 4.571], [1.124, 0.461, 5.420], [2.614, 1.048, 3.552], [2.481, 2.100, 2.696], [3.593, 0.343, 3.712], [1.655, -1.541, 2.712], [0.418, -1.457, 2.906], [-0.232, -2.083, 3.866], [-1.724, -1.993, 3.623], [-1.816, -1.084, 2.455], [-0.667, -0.629, 2.129], [-0.430, 0.240, 1.266], [-2.504, -1.584, 4.797], [-3.579, -2.357, 4.933], [-4.418, -2.312, 5.820], [-3.566, -3.320, 3.692], [-2.390, -3.213, 3.191], [-4.416, -4.204, 3.426], [6.725, 2.795, -5.405], [6.271, 2.884, -4.302], [5.469, 2.032, -3.684], [5.245, 2.558, -2.277], [6.091, 3.791, -2.110], [6.546, 4.097, -3.278], [7.153, 5.180, -3.454], [5.651, 1.510, -1.310], [4.662, 1.255, -0.593], [4.499, 0.410, 0.255], [3.456, 2.060, -1.016], [3.820, 2.776, -2.071], [2.318, 1.822, -0.558], [-2.360, -6.338, -2.053], [-1.961, -5.343, -1.459], [-0.829, -4.640, -1.636], [-0.542, -3.621, -0.604], [-1.622, -3.902, 0.387], [-2.581, -4.681, -0.085], [-3.631, -5.051, 0.452], [0.883, -3.784, -0.097], [1.517, -2.653, -0.302], [2.594, -2.268, 0.188], [0.546, -1.717, -1.116], [-0.617, -2.282, -1.174], [0.745, -0.540, -1.465], [0.932, 2.192, -3.518], [2.233, 2.151, -5.116], [1.758, 1.299, -6.420], [0.977, -0.443, -5.846], [3.159, 1.806, -4.658], [2.361, 3.214, -5.322], [2.598, 1.165, -7.102], [0.973, 1.939, -6.824]], "forces_ev_per_a": [[-0.2484, -0.7164, 1.3726], [3.5662, 2.4825, 0.1916], [-1.5207, -2.0026, 0.3977], [0.0195, -1.0162, 0.1257], [-2.6817, -0.5346, -0.0502], [1.0271, 0.8760, 0.4965], [-1.0999, -0.7678, -1.0048], [0.1492, 1.7500, -0.2024], [1.0147, 0.1442, 0.8920], [0.4864, 3.1183, 1.0009], [-2.0958, -3.3461, -0.4893], [1.5732, -0.1055, -1.9183], [1.4392, 0.2297, -0.1704], [-1.8412, -0.7846, 0.5071], [1.2229, 0.2941, 0.9589], [-0.4970, 1.4416, -0.4472], [-0.5760, 0.1214, -1.1609], [0.8400, 0.8826, 1.4413], [-1.6628, 0.9747, -1.6015], [0.7682, 1.8173, 0.2960], [-0.6417, -3.2153, 0.0688], [1.9430, -1.7107, 0.6799], [-2.6750, -1.8805, 0.3646], [0.8432, 1.5641, -0.8057], [2.5071, 1.1896, 1.0622], [0.7298, -2.1524, -0.1198], [-2.4290, 1.3372, -0.6510], [-5.0628, 0.6826, 0.3907], [4.3457, 0.0399, -0.2844], [-2.0480, -0.6986, 0.0459], [1.6954, 0.7102, 0.2197], [-1.2925, 0.5140, 0.4608], [2.5005, 1.6331, -2.4350], [-0.7155, -2.2535, 1.9041], [-0.4672, -0.4959, 0.0255], [-1.8671, 1.4517, 1.9980], [2.0090, -0.3503, -2.1875], [-1.2918, -3.1414, 0.1926], [-0.2112, -1.0964, -1.0551], [2.0988, 2.5493, 0.3224], [-0.1970, -0.0759, 0.0892], [0.3568, 1.1762, 0.3810], [0.1449, 0.9404, 0.7687], [1.2464, -0.5214, -0.3096], [-1.8118, -1.9212, 0.2382], [2.6789, 3.5528, -1.0921], [-1.6583, -3.4099, -0.5698], [2.8184, 1.5407, -2.4552], [-3.5957, -2.5758, 3.8953], [0.9427, 0.4974, -0.4439], [-2.6761, -1.2509, 0.4439], [-0.9566, 0.4419, 0.6142], [2.5997, 1.8368, -1.5240], [0.9260, 3.1422, 1.6916], [0.5857, -1.3493, -0.9030], [-1.3844, -1.3143, -0.5615], [0.7282, -1.1345, -0.3215], [-1.3983, -0.1016, 0.0564], [-0.2750, -0.8076, 1.3063], [2.4034, 1.1610, -1.0229], [-1.9647, -0.2518, -0.1569], [3.5215, 2.6899, 1.4515], [-3.5659, -1.7442, -2.2168], [1.2626, 3.3137, 0.2493], [-0.7660, -0.7420, 0.1053], [-0.1397, -2.8153, 0.4882], [1.0222, 0.0544, -2.5194], [-0.2053, -0.9188, -0.3225], [-0.3948, 1.3037, 2.9450], [0.5952, 0.9814, -0.6224], [-0.2401, -0.2811, -0.0386], [-0.2446, -0.1646, -0.2698], [-0.1437, -0.1472, 0.2292], [-0.0683, -0.6401, -0.4357]], "lowdin_charge": [2.005, 0.079, -0.321, 0.174, -0.780, 0.199, -0.364, 0.134, 0.253, -0.339, 0.059, -0.357, 0.271, -0.043, -0.063, -0.386, 0.167, -1.019, 0.224, -0.306, 0.099, 0.227, -0.304, 0.141, -0.319, 0.240, 0.154, 0.143, -0.306, 0.233, -0.801, 0.268, -0.312, -0.056, 0.265, -0.310, 0.162, -0.269, 0.281, 0.242, 0.136, -0.388, 0.194, -0.803, 0.235, -0.359, 0.072, 0.287, -0.456, 0.182, -0.312, 0.215, -0.081, 0.153, -0.273, 0.225, -0.797, 0.247, -0.231, 0.249, 0.227, -0.341, 0.147, -0.331, 0.254, -0.078, 0.553, -0.481, -0.579, 0.574, 0.037, 0.055, 0.057, 0.044]}